Entry 1:
The following is a quantum chemistry calculation of a 7-piece molecular cluster, C45H40ClF6N2O3 overall, from OMol25.

CARTESIAN COORDINATES (ANGSTROEM)
N -4.296 4.934 -3.514
C -3.078 5.058 -4.222
O -2.371 6.011 -4.067
C -2.611 3.979 -5.192
C -3.102 2.559 -4.880
C -2.108 1.806 -4.053
C -0.825 1.524 -4.516
C 0.081 0.861 -3.719
C 1.450 0.607 -4.272
O 1.645 -0.153 -5.150
O 2.439 1.280 -3.619
C -0.299 0.444 -2.440
Cl 0.787 -0.411 -1.449
C -1.568 0.733 -2.019
N -2.426 1.395 -2.820
H -5.048 4.565 -4.081
H -4.210 4.458 -2.626
H -2.912 4.217 -6.208
H -1.531 4.042 -5.192
H -4.053 2.579 -4.358
H -3.252 1.973 -5.783
H -0.554 1.825 -5.514
H 2.464 2.197 -3.931
H -1.924 0.439 -1.046
H -3.353 1.597 -2.450
F -5.997 4.099 -5.804
C -6.563 5.139 -6.493
C -7.089 4.892 -7.741
C -7.662 5.945 -8.438
C -7.692 7.216 -7.881
C -7.151 7.437 -6.622
C -6.582 6.390 -5.913
H -7.051 3.893 -8.157
H -8.086 5.771 -9.417
H -8.138 8.035 -8.429
H -7.171 8.427 -6.189
H -6.159 6.541 -4.927
F 7.488 -1.508 -0.500
C 6.293 -1.607 0.107
C 6.224 -2.169 1.367
C 4.988 -2.266 1.990
C 3.846 -1.811 1.348
C 3.939 -1.256 0.080
C 5.169 -1.147 -0.551
H 7.126 -2.526 1.846
H 4.915 -2.701 2.978
H 2.883 -1.895 1.836
H 3.044 -0.916 -0.421
H 5.263 -0.714 -1.538
F 2.428 -5.129 4.077
C 3.554 -5.876 4.012
C 3.718 -6.749 2.955
C 4.878 -7.508 2.889
C 5.847 -7.389 3.876
C 5.660 -6.506 4.930
C 4.507 -5.739 5.000
H 2.948 -6.830 2.199
H 5.023 -8.193 2.066
H 6.748 -7.985 3.822
H 6.410 -6.412 5.703
H 4.347 -5.042 5.810
F -4.475 2.185 -0.633
C -3.814 2.820 0.385
C -4.475 3.113 1.556
C -3.769 3.760 2.561
C -2.433 4.103 2.377
C -1.792 3.796 1.186
C -2.493 3.142 0.184
H -5.516 2.844 1.675
H -4.265 3.998 3.491
H -1.894 4.610 3.165
H -0.755 4.062 1.038
H -2.031 2.899 -0.758
F 6.047 -4.417 7.554
C 5.713 -3.180 7.983
C 6.680 -2.404 8.588
C 6.339 -1.133 9.026
C 5.044 -0.661 8.860
C 4.087 -1.461 8.252
C 4.420 -2.732 7.804
H 7.681 -2.794 8.713
H 7.086 -0.511 9.498
H 4.781 0.329 9.207
H 3.076 -1.098 8.127
H 3.687 -3.368 7.326
F -2.706 -3.025 -1.252
C -2.113 -3.632 -0.193
C -2.818 -3.760 0.986
C -2.201 -4.375 2.067
C -0.897 -4.840 1.958
C -0.208 -4.697 0.761
C -0.821 -4.095 -0.328
H -3.830 -3.384 1.053
H -2.740 -4.489 2.997
H -0.418 -5.313 2.805
H 0.809 -5.053 0.674
H -0.304 -3.980 -1.272

Results
Net charge: +1
HOMO-LUMO gap, eV: 6.14
Spin multiplicity: 1
Max |F|, eV/Å: 0.830

Löwdin population analysis, charges in e, atoms 1 to 8: N 0.1325; C -0.4891; O 0.1241; C -0.0797; C -0.0979; C -0.1600; C 0.0897; C -0.0917

=====

Entry 2:
The following is a quantum chemistry calculation of C45H40CoFN6O12S as an isolated structure, from OMol25.

CARTESIAN COORDINATES (ANGSTROEM)
Co 0.383 0.011 -0.352
F -0.308 -3.044 4.302
C 0.734 -2.211 4.404
C 0.668 -0.965 3.928
N 1.713 -0.074 4.051
C 1.621 1.233 3.423
C 1.494 1.201 1.903
O 1.496 2.279 1.318
O 1.336 0.040 1.390
C 2.908 -0.441 4.638
O 3.868 0.294 4.732
N 2.923 -1.732 5.130
C 1.938 -2.715 5.043
O 2.123 -3.831 5.471
H -0.217 -0.602 3.424
H 2.505 1.802 3.689
H 0.738 1.757 3.794
H 3.795 -2.017 5.554
C -5.884 2.671 -6.691
C -4.869 1.841 -5.954
C -5.169 0.535 -5.575
C -4.252 -0.237 -4.880
C -3.013 0.304 -4.572
C -2.684 1.600 -4.948
C -3.615 2.360 -5.636
S -1.872 -0.620 -3.586
O -0.548 -0.360 -4.064
O -2.352 -1.961 -3.463
N -2.009 0.094 -2.085
C -3.112 -0.421 -1.242
C -3.450 0.538 -0.110
C -2.314 1.176 0.691
O -2.569 2.238 1.268
O -1.180 0.581 0.788
H -6.286 2.125 -7.546
H -5.448 3.601 -7.052
H -6.723 2.921 -6.039
H -6.137 0.116 -5.825
H -4.475 -1.253 -4.584
H -1.697 1.993 -4.730
H -3.362 3.369 -5.937
H -2.065 1.099 -2.228
H -2.815 -1.400 -0.876
H -4.014 -0.545 -1.850
H -4.057 -0.004 0.618
H -4.064 1.362 -0.478
C 2.657 5.660 1.660
O 1.357 5.237 1.285
C 0.325 6.079 1.436
C 0.426 7.399 1.861
C -0.716 8.173 2.017
C -1.972 7.644 1.762
C -2.077 6.330 1.333
C -0.943 5.556 1.152
N -1.106 4.193 0.776
C -0.472 3.460 -0.086
C 0.431 3.771 -1.145
C 0.721 5.057 -1.631
C 1.529 5.224 -2.728
C 2.072 4.095 -3.362
C 1.790 2.824 -2.923
C 0.950 2.636 -1.813
O 0.632 1.433 -1.426
H 3.301 4.802 1.494
H 2.689 5.944 2.714
H 2.992 6.497 1.042
H 1.394 7.820 2.089
H -0.620 9.195 2.357
H -2.861 8.244 1.890
H -3.046 5.890 1.131
H -1.816 3.646 1.273
H -0.766 2.426 -0.025
H 0.283 5.918 -1.142
H 1.740 6.215 -3.104
H 2.721 4.228 -4.218
H 2.185 1.943 -3.411
O 2.068 -1.264 -0.911
C 1.313 -2.232 -0.700
N 1.588 -3.543 -0.673
C 0.390 -4.308 -0.335
C -0.668 -3.156 -0.266
O -1.845 -3.322 -0.074
N 0.008 -1.971 -0.425
C 0.092 -5.340 -1.410
C 0.599 -6.631 -1.304
C 0.399 -7.548 -2.326
C -0.315 -7.184 -3.459
C -0.821 -5.897 -3.568
C -0.617 -4.977 -2.550
C 0.468 -4.915 1.066
C -0.628 -5.626 1.547
C -0.585 -6.200 2.806
C 0.552 -6.075 3.596
C 1.640 -5.362 3.124
C 1.597 -4.779 1.863
H 2.455 -3.944 -0.984
H 1.148 -6.925 -0.419
H 0.796 -8.550 -2.229
H -0.481 -7.904 -4.250
H -1.379 -5.605 -4.448
H -1.023 -3.978 -2.641
H -1.517 -5.713 0.936
H -1.445 -6.744 3.176
H 0.584 -6.520 4.582
H 2.515 -5.236 3.746
H 2.441 -4.202 1.509

Results
HOMO-LUMO gap (spin up / spin down), eV: 7.79 / 6.42
Spin multiplicity: 5
Max |F|, eV/Å: 1.101

Löwdin population analysis, charges in e, atoms 1 to 8: Co 1.0427; F 0.0958; C -0.1811; C 0.0562; N 0.0094; C -0.0191; C -0.5775; O 0.0627

=====

Entry 3:
The following is a quantum chemistry calculation of C45H40N5O5ScTe2 as an isolated structure, from OMol25.

CARTESIAN COORDINATES (ANGSTROEM)
Sc -1.151 -0.242 1.311
O -1.363 0.979 5.586
C -1.805 2.241 5.437
C -1.878 3.018 6.596
C -2.344 4.314 6.541
C -2.755 4.871 5.331
C -2.695 4.105 4.187
C -2.220 2.790 4.212
C -2.183 2.007 2.963
O -1.446 0.934 2.943
N -2.890 2.409 1.943
N -2.687 1.571 0.858
C -3.342 1.921 -0.183
C -3.155 1.213 -1.450
C -3.864 1.556 -2.594
C -3.594 0.858 -3.762
C -2.630 -0.137 -3.743
C -1.969 -0.402 -2.550
N -2.229 0.255 -1.428
H -1.239 0.593 4.695
H -1.562 2.569 7.528
H -2.389 4.901 7.450
H -3.116 5.889 5.289
H -3.012 4.508 3.235
H -4.003 2.784 -0.133
H -4.597 2.350 -2.564
H -4.126 1.093 -4.674
H -2.385 -0.703 -4.631
H -1.213 -1.176 -2.484
C 5.541 -1.889 -0.958
C 4.091 -1.560 -0.732
C 3.082 -2.229 -1.410
C 1.735 -1.947 -1.188
C 0.677 -2.793 -1.809
O -0.265 -3.211 -1.160
C 0.790 -3.137 -3.263
C 1.522 -2.348 -4.145
C 1.550 -2.667 -5.496
C 0.862 -3.776 -5.963
C 0.130 -4.566 -5.084
C 0.088 -4.243 -3.739
C 1.370 -0.937 -0.290
O 0.104 -0.598 -0.129
C 2.383 -0.276 0.423
C 3.711 -0.595 0.200
C 1.964 0.701 1.477
N 1.476 1.853 1.240
C 1.472 2.377 -0.115
C 0.056 2.743 -0.508
Te -0.069 3.986 -2.243
C 1.074 2.729 -3.487
C 2.464 2.818 -3.487
C 3.219 1.995 -4.310
C 2.591 1.087 -5.150
C 1.207 0.996 -5.159
C 0.452 1.813 -4.330
C 2.092 0.262 2.896
C 1.831 1.171 3.924
C 1.930 0.776 5.245
C 2.287 -0.530 5.558
C 2.549 -1.438 4.545
C 2.455 -1.043 3.218
H 5.661 -2.559 -1.810
H 5.979 -2.379 -0.087
H 6.127 -0.990 -1.155
H 3.343 -3.009 -2.118
H 2.052 -1.480 -3.778
H 2.114 -2.052 -6.186
H 0.894 -4.028 -7.015
H -0.405 -5.432 -5.450
H -0.486 -4.832 -3.037
H 4.473 -0.083 0.778
H 1.903 1.689 -0.850
H 2.091 3.280 -0.100
H -0.425 3.318 0.286
H -0.530 1.849 -0.706
H 2.957 3.534 -2.842
H 4.298 2.070 -4.301
H 3.182 0.456 -5.800
H 0.712 0.287 -5.811
H -0.628 1.743 -4.338
H 1.541 2.181 3.666
H 1.709 1.482 6.034
H 2.350 -0.840 6.593
H 2.804 -2.462 4.783
H 2.636 -1.766 2.433
O -0.083 -3.633 3.950
C -0.382 -2.716 3.272
N -0.689 -1.795 2.580
C -3.011 -3.870 1.621
Te -3.033 -2.323 0.173
C -4.952 -1.558 0.719
H -3.862 -4.525 1.456
H -3.029 -3.438 2.617
H -2.084 -4.420 1.478
H -5.181 -1.915 1.721
H -5.706 -1.904 0.019
H -4.919 -0.472 0.728

Results
HOMO-LUMO gap, eV: 7.28
Spin multiplicity: 1
Max |F|, eV/Å: 0.845

Löwdin population analysis, charges in e, atoms 1 to 8: Sc 0.8515; O 0.0683; C -0.2576; C -0.0126; C -0.0809; C -0.0929; C -0.0315; C -0.0772

=====

Entry 4:
The following is a quantum chemistry calculation of a 3-piece molecular cluster, C45H41BN3O8S3 overall, from OMol25.

CARTESIAN COORDINATES (ANGSTROEM)
C 0.564 5.297 0.702
O 0.296 4.916 -0.697
B 0.821 3.621 -0.817
O 2.209 3.490 -0.698
N -0.120 2.394 -1.002
C -0.774 2.239 0.364
C -1.567 0.911 0.587
C -3.009 0.895 -0.084
S -4.274 0.072 1.016
C -5.124 -1.013 -0.188
S -5.769 -2.468 0.186
N -5.186 -0.520 -1.553
C -5.902 0.658 -1.756
C -5.778 0.863 -3.194
N -5.011 -0.177 -3.736
C -4.632 -1.019 -2.728
C 0.679 1.199 -1.450
C 1.402 1.339 -2.844
C 2.018 -0.089 -3.135
C 3.425 -0.399 -2.815
C 3.891 -1.764 -3.083
C 3.014 -2.809 -3.629
C 1.624 -2.482 -3.965
C 1.156 -1.115 -3.700
S -1.291 2.939 -2.250
C -1.994 1.510 -3.203
O -2.344 3.764 -1.676
O -0.611 3.760 -3.258
H 0.807 4.404 1.352
H -0.330 5.784 1.167
H 1.454 5.982 0.662
H 2.594 4.072 -1.382
H -1.404 3.122 0.647
H 0.083 2.235 1.105
H -1.760 0.842 1.699
H -1.008 -0.028 0.337
H -2.931 0.221 -0.973
H -3.407 1.913 -0.310
H -6.423 1.216 -0.955
H -6.250 1.727 -3.710
H -4.033 -1.947 -2.827
H 0.072 0.253 -1.519
H 1.485 0.990 -0.689
H 2.268 2.043 -2.854
H 0.728 1.553 -3.708
H 4.111 0.365 -2.377
H 4.943 -2.059 -2.875
H 3.356 -3.857 -3.807
H 0.930 -3.236 -4.413
H 0.089 -0.893 -3.942
H -1.735 0.517 -2.765
H -1.748 1.591 -4.288
H -3.117 1.615 -3.120
C 0.516 -8.853 -0.392
C 0.696 -9.298 -1.699
C -0.053 -8.750 -2.731
C -0.994 -7.761 -2.458
C -1.191 -7.332 -1.144
C -0.426 -7.872 -0.114
C -2.225 -6.314 -0.831
O -2.395 -5.935 0.312
C -3.054 -5.771 -1.937
C -4.066 -4.858 -1.652
C -4.838 -4.335 -2.679
C -4.596 -4.715 -3.998
C -3.592 -5.628 -4.285
C -2.825 -6.166 -3.255
C -1.777 -7.169 -3.571
O -1.568 -7.503 -4.720
H 1.108 -9.276 0.411
H 1.422 -10.073 -1.913
H 0.094 -9.097 -3.747
H -0.566 -7.533 0.905
H -4.256 -4.558 -0.628
H -5.629 -3.630 -2.455
H -5.196 -4.300 -4.801
H -3.410 -5.924 -5.312
C 4.537 1.021 4.677
C 5.330 1.067 5.821
C 5.348 2.207 6.610
C 4.582 3.313 6.253
C 3.806 3.277 5.093
C 3.777 2.123 4.314
C 3.022 4.465 4.674
O 2.340 4.433 3.662
C 3.089 5.695 5.499
C 2.406 6.837 5.089
C 2.451 7.988 5.861
C 3.173 8.002 7.051
C 3.860 6.869 7.462
C 3.828 5.716 6.683
C 4.595 4.522 7.114
O 5.228 4.533 8.151
H 4.517 0.126 4.067
H 5.933 0.209 6.097
H 5.963 2.236 7.502
H 3.166 2.085 3.420
H 1.840 6.831 4.165
H 1.923 8.877 5.537
H 3.202 8.900 7.658
H 4.423 6.886 8.387

Results
Net charge: +1
HOMO-LUMO gap, eV: 8.16
Spin multiplicity: 1
Max |F|, eV/Å: 6.710

Löwdin population analysis, charges in e, atoms 1 to 8: C -0.0134; O 0.0193; B -0.6776; O 0.1851; N -0.1464; C -0.1109; C -0.1874; C -0.4453